1.
Computed, not measured: an isolated ion of composition C5H10N and charge +1 in a non-equilibrium geometry, with ωB97M-V/def2-TZVPD.

SMILES ... CC1=C[N@@H+](C)C1

Geometry as ORCA input:
```
! wB97M-V def2-TZVPD RIJCOSX def2/J DEFGRID3
* xyz 1 1
C -1.5380 0.7050 -1.9465
C -0.5071 0.3535 -0.8857
C 0.6184 0.9117 -0.4403
N 0.9960 -0.4008 0.4713
C 1.2061 -0.2153 1.8905
C -0.2460 -1.0146 -0.1113
H -1.2827 0.1120 -2.8150
H -1.5249 1.7319 -2.1529
H -2.6301 0.5852 -1.6236
H 1.2117 1.7650 -0.4074
H 1.9078 -0.7839 0.2059
H 0.5436 0.3894 2.3910
H 1.3021 -1.2683 2.2013
H 2.1468 0.1865 2.0781
H -0.9316 -1.0374 0.6544
H 0.1228 -1.7569 -0.7124
*
```

=====

2.
Computed, not measured: the molecule C5H5F in a non-equilibrium geometry, with ωB97M-V/def2-TZVPD.

SMILES ... C#C/C=C/CF

Geometry as ORCA input:
```
! wB97M-V def2-TZVPD RIJCOSX def2/J DEFGRID3
* xyz 0 1
C -0.9377 -2.8004 0.2805
C -0.9196 -1.5879 -0.0045
C -0.7404 -0.1707 -0.3907
C 0.4746 0.2874 -0.0312
C 0.8577 1.7758 0.0989
F -0.1881 2.4996 -0.6329
H -0.8601 -3.9124 0.6777
H -1.5629 0.4273 -0.9431
H 1.3020 -0.4257 0.2427
H 0.7864 2.0588 1.1524
H 1.7880 1.8481 -0.4497
*
```

=====

3.
Computed, not measured: the molecule C4H4O2S in a non-equilibrium geometry, with ωB97M-V/def2-TZVPD.

SMILES ... O=C/C=C\OC=S

Geometry as ORCA input:
```
! wB97M-V def2-TZVPD RIJCOSX def2/J DEFGRID3
* xyz 0 1
O -2.0309 -0.8826 -2.0729
C -1.3412 -0.5146 -1.1579
C 0.1548 -0.6828 -1.2172
C 0.6774 -0.3694 -0.0843
O 0.0415 -0.0756 1.0514
C 0.3602 1.1312 1.7228
S 1.6769 1.9826 1.4456
H -1.7456 0.0119 -0.2166
H 0.5520 -1.1171 -2.2324
H 1.8054 -0.7611 0.0111
H -0.1506 1.2776 2.7504
*
```

=====

4.
Computed, not measured: C45H47N3O6P2SrTe as an isolated structure in a non-equilibrium geometry, with ωB97M-V/def2-TZVPD.

Geometry as ORCA input:
```
! wB97M-V def2-TZVPD RIJCOSX def2/J DEFGRID3
* xyz -2 1
Sr -18.6386 10.6750 -1.1257
C -16.1283 14.9555 -0.4001
C -17.2706 14.0964 -0.8838
N -17.7502 13.0667 -0.2252
N -17.2113 12.6993 0.9166
C -17.9242 11.7723 1.6249
O -19.0269 11.2340 1.3502
C -17.1866 11.4174 2.8634
C -15.8639 11.8343 3.1114
C -15.1600 11.3087 4.1687
C -15.7811 10.3484 4.9960
C -17.1458 10.0681 4.8710
C -17.8088 10.5324 3.7471
C -17.8319 14.3545 -2.2126
C -17.5371 15.5163 -2.9782
C -17.9181 15.5170 -4.3463
C -18.6037 14.4484 -4.8715
C -18.9725 13.4245 -3.9876
N -18.6416 13.3865 -2.7006
H -15.6365 14.3773 0.4135
H -16.4383 15.9434 -0.0582
H -15.3736 15.1101 -1.1881
H -15.4237 12.6225 2.4727
H -14.1771 11.6703 4.3535
H -15.1808 9.7523 5.6506
H -17.6820 9.4761 5.6095
H -18.8368 10.2876 3.5195
H -17.0085 16.3943 -2.5278
H -17.6735 16.3851 -4.9470
H -18.9280 14.4096 -5.9333
H -19.5438 12.5576 -4.3545
O -17.0067 6.4339 3.0858
C -17.3414 7.0662 2.0851
C -18.7518 7.2485 1.5340
O -19.7377 6.6789 1.9947
C -18.5520 8.2042 0.4108
C -17.1183 8.5326 0.2364
O -16.6515 9.4650 -0.4875
C -16.3051 7.6380 1.0933
O -15.0822 7.5064 1.0925
O -19.5170 8.6377 -0.2905
C -24.3630 8.9000 -5.2534
C -22.9210 8.9700 -5.7266
C -22.6619 8.5309 -7.0280
C -21.4105 8.6108 -7.5795
C -20.3461 9.0300 -6.7894
C -20.5317 9.3479 -5.4470
C -21.8392 9.3350 -4.9243
P -21.9249 9.8051 -3.1942
C -22.9958 8.5455 -2.3286
C -22.5361 7.2332 -2.4303
C -22.8488 6.2630 -1.4675
C -23.6550 6.6028 -0.3916
C -24.2887 7.8433 -0.3966
C -24.0036 8.8381 -1.3752
C -24.7605 10.1370 -1.3026
C -22.4452 11.5061 -3.1058
C -23.2053 12.1136 -4.1006
C -23.5106 13.4861 -4.0419
C -23.1637 14.1918 -2.9054
C -22.4536 13.6060 -1.8630
C -22.0522 12.2378 -1.9087
C -21.4235 11.6850 -0.8054
H -25.0419 9.2516 -6.0612
H -24.4603 9.5032 -4.3416
H -24.5860 7.8400 -5.0394
H -23.5026 8.1327 -7.6126
H -21.2446 8.3391 -8.6245
H -19.3798 9.1048 -7.2658
H -19.7006 9.6213 -4.7887
H -21.8576 6.9837 -3.2669
H -22.4398 5.2420 -1.5611
H -23.7299 5.9823 0.5442
H -24.9572 8.1079 0.4275
H -25.7355 10.0296 -0.8244
H -24.9664 10.4181 -2.3514
H -24.1742 10.9380 -0.8176
H -23.5492 11.6153 -4.9791
H -24.1277 13.8916 -4.8663
H -23.5097 15.2389 -2.7653
H -22.1887 14.2123 -1.0007
H -21.5574 10.6678 -0.4225
H -21.0633 12.3424 -0.0007
C -14.7743 11.9044 -5.2404
Te -16.0149 10.7503 -3.8552
C -14.6347 11.0968 -2.2102
H -15.3519 12.7892 -5.5354
H -14.5744 11.2899 -6.1175
H -13.8091 12.2145 -4.8303
H -13.6885 10.6141 -2.4281
H -15.0563 10.6346 -1.3240
H -14.4930 12.1737 -2.1029
C -18.5700 5.6913 -2.6823
P -17.6635 7.1226 -3.4379
C -17.5590 6.5109 -5.1807
C -15.9129 6.9011 -2.8908
H -17.9105 4.8851 -2.3273
H -19.2603 5.3089 -3.4164
H -19.1351 6.1046 -1.8477
H -17.0424 5.5487 -5.1930
H -16.9361 7.2200 -5.7687
H -18.5879 6.3567 -5.6432
H -15.4301 6.0776 -3.3893
H -15.7769 6.7467 -1.7921
H -15.3037 7.7955 -3.1416
*
```

=====

Looking at DFT total energy for the records above, in order, we have -250.9192, -293.2520, -703.3757, -3340.1740 Ha.
Looking at energy relative to the best compared isomer or geometry (same formula, charge and spin) for the records above, in order, we have 226.0, 236.4, 305.4, 0.0 kJ/mol.